Record 1
ORCA calculation (the ωB97M-V functional and the def2-TZVPD basis) on a single C4H8O2 molecule.

Positions of all 14 atoms, in Å:
C: 2.147 0.096 -0.858
C: 0.646 0.185 -1.033
O: 0.043 0.071 0.266
C: -1.275 -0.192 0.273
O: -1.922 -0.398 -0.726
C: -1.843 -0.152 1.668
H: 2.497 0.826 -0.123
H: 2.442 -0.902 -0.521
H: 2.645 0.300 -1.812
H: 0.344 1.144 -1.467
H: 0.258 -0.607 -1.679
H: -1.093 -0.419 2.415
H: -2.703 -0.821 1.724
H: -2.186 0.868 1.872

Forces on atoms 1 to 2 (eV/Å):
0.023 -0.005 0.018
0.110 0.018 -0.229

## Properties
- energy relative to the best compared isomer or geometry (same formula, charge and spin) (kJ/mol) = 23.71
- electronic energy (eV) = -8373.0360
- SMILES string = CCOC(C)=O
- LUMO level (eV) = 0.98
- HOMO (eV) = -10.4

Atom charges from the Löwdin analysis, given in e for atoms 1 to 6: C -0.072; C -0.229; O -0.019; C -0.543; O 0.094; C 0.017

Record 2
ORCA calculation (the ωB97M-V functional and the def2-TZVPD basis) on 2 unconnected molecules or ions with the total composition C5H11NO2 at a distorted geometry.

Positions of all 19 atoms, in Å:
C: -0.567 1.155 -0.642
N: 0.734 0.853 -0.117
C: 1.095 -0.381 0.109
C: 0.248 -1.382 0.578
O: -2.417 -1.480 0.303
C: 2.580 -0.547 -0.166
O: 3.059 0.638 -0.501
C: -1.677 1.258 0.377
H: -0.382 2.072 -1.153
H: -0.852 0.453 -1.433
H: 1.849 1.231 -0.427
H: 3.035 -0.897 0.807
H: 0.637 -2.325 0.918
H: -0.837 -1.381 0.553
H: -3.293 -1.700 -0.126
H: 2.751 -1.301 -0.891
H: -1.513 2.029 1.064
H: -2.611 1.411 -0.095
H: -1.840 0.294 0.843

Forces on atoms 1 to 2 (eV/Å):
-0.814 0.747 -0.141
0.886 -1.751 -0.794

## Properties
- energy relative to the best compared isomer or geometry (same formula, charge and spin) (kJ/mol) = 810.10
- electronic energy (eV) = -10940.8708
- LUMO level (eV) = -3.93
- HOMO (eV) = -8.7

Atom charges from the Löwdin analysis, given in e for atoms 1 to 6: C -0.205; N 0.128; C -0.252; C 0.322; O -0.355; C -0.337

Record 3
ORCA calculation (the ωB97M-V functional and the def2-TZVPD basis) on 2 unconnected molecules or ions with the total composition C4H11N3O2 at a distorted geometry.

Positions of all 20 atoms, in Å:
C: 2.051 -0.145 -0.576
C: -1.651 -0.566 -1.045
C: 0.837 0.691 -0.449
C: -0.935 -0.560 0.251
N: 0.922 1.841 0.424
N: -0.293 -1.773 0.613
N: -1.518 0.212 1.268
O: 3.151 0.472 -0.060
O: 2.215 -1.307 -0.983
H: -0.876 -0.427 -1.828
H: -2.514 0.102 -1.338
H: -2.043 -1.649 -1.148
H: 0.445 1.022 -1.382
H: 0.882 2.727 -0.098
H: 0.121 1.805 1.056
H: -0.341 -2.007 1.552
H: 0.480 -2.059 -0.046
H: -1.421 -0.232 2.183
H: 2.901 1.194 0.556
H: -2.409 0.661 1.051

Forces on atoms 1 to 2 (eV/Å):
1.309 -0.793 0.802
-0.691 -1.987 -2.503

## Properties
- energy relative to the best compared isomer or geometry (same formula, charge and spin) (kJ/mol) = 286.17
- electronic energy (eV) = -12889.8640
- LUMO level (eV) = 0.57
- HOMO (eV) = -7.6

Atom charges from the Löwdin analysis, given in e for atoms 1 to 6: C -0.503; C -0.069; C -0.196; C -0.461; N -0.017; N 0.107

Record 4
ORCA calculation (the ωB97M-V functional and the def2-TZVPD basis) on a molecular structure, C26H66B2O13S2Zn at a distorted geometry.

Positions of all 110 atoms, in Å:
Zn: 0.459 -2.600 -4.289
B: 0.785 -1.991 -6.301
H: -8.731 12.720 -0.185
H: 3.196 -3.212 8.145
H: 9.659 -4.895 8.493
H: 9.943 -4.830 -3.152
B: 1.765 -2.472 -2.707
H: -0.348 -1.875 4.385
H: 13.595 -6.514 -1.755
H: 8.446 -2.598 9.549
H: -4.798 6.123 -5.107
C: 0.299 4.231 1.445
C: 1.480 3.646 2.156
C: 1.543 2.192 1.856
S: 0.032 1.809 0.956
O: -1.078 1.629 1.823
O: 0.352 0.761 0.026
C: -0.071 3.433 0.255
H: 0.527 5.262 1.071
H: -0.560 4.382 2.081
H: 1.364 3.828 3.234
H: 2.369 4.194 1.881
H: 1.683 1.536 2.682
H: 2.276 2.021 1.016
H: -1.049 3.679 -0.195
H: 0.776 3.364 -0.430
C: -5.472 -1.053 2.732
C: -5.635 -0.069 1.539
C: -5.775 -0.983 0.362
S: -4.791 -2.392 0.704
O: -3.591 -2.496 -0.102
O: -5.638 -3.534 0.812
C: -4.327 -1.970 2.310
H: -6.428 -1.538 2.877
H: -5.193 -0.358 3.584
H: -4.681 0.428 1.399
H: -6.454 0.674 1.640
H: -5.387 -0.477 -0.523
H: -6.850 -1.185 0.103
H: -3.412 -1.382 2.213
H: -4.301 -2.913 2.850
C: 4.386 -0.452 1.189
O: 3.526 -0.861 2.207
C: 2.580 -1.799 1.767
C: 1.636 -2.149 2.919
O: 2.283 -3.256 3.499
C: 1.682 -3.890 4.612
C: 2.396 -5.197 4.961
O: 3.535 -5.061 5.755
C: 4.670 -4.415 5.170
H: 5.207 0.055 1.685
H: 3.972 0.201 0.404
H: 4.843 -1.291 0.733
H: 3.024 -2.732 1.458
H: 1.979 -1.350 0.952
H: 0.640 -2.509 2.542
H: 1.495 -1.299 3.674
H: 0.622 -4.152 4.435
H: 1.654 -3.208 5.471
H: 2.626 -5.668 3.991
H: 1.737 -5.822 5.592
H: 5.045 -4.931 4.333
H: 5.382 -4.241 6.005
H: 4.311 -3.480 4.802
C: 2.046 2.050 -3.522
O: 1.467 3.195 -2.952
C: 0.933 4.083 -3.906
C: 0.426 5.331 -3.251
O: -0.904 5.063 -2.683
C: -1.446 6.127 -1.961
C: -1.505 7.471 -2.771
O: -2.427 7.199 -3.800
C: -2.684 8.343 -4.525
H: 2.836 2.289 -4.271
H: 1.266 1.431 -4.048
H: 2.459 1.464 -2.665
H: 0.140 3.558 -4.415
H: 1.687 4.348 -4.674
H: 0.415 6.128 -4.003
H: 1.072 5.637 -2.379
H: -0.771 6.266 -1.050
H: -2.447 5.770 -1.729
H: -0.577 7.657 -3.268
H: -1.804 8.287 -2.116
H: -2.898 9.184 -3.899
H: -3.545 8.155 -5.152
H: -1.851 8.638 -5.177
C: -0.282 -5.433 0.482
O: 0.102 -5.484 -0.896
C: -0.629 -4.558 -1.672
C: -0.628 -4.893 -3.160
O: -1.142 -3.873 -4.008
C: -2.330 -3.208 -3.717
C: -2.276 -1.901 -2.902
O: -1.355 -1.012 -3.488
C: -1.042 0.139 -2.707
H: 0.217 -4.555 0.893
H: 0.062 -6.317 0.956
H: -1.368 -5.438 0.555
H: -0.193 -3.505 -1.597
H: -1.653 -4.535 -1.234
H: -1.347 -5.701 -3.224
H: 0.341 -5.208 -3.558
H: -2.981 -3.935 -3.193
H: -2.681 -2.993 -4.710
H: -1.871 -2.211 -1.882
H: -3.274 -1.425 -2.862
H: -0.133 -0.033 -2.176
H: -1.689 0.412 -1.885
H: -0.946 0.923 -3.385

Forces on atoms 1 to 2 (eV/Å):
-0.431 0.572 -0.599
-0.010 0.206 -0.684

## Properties
- electronic energy (eV) = -126036.5837
- LUMO level (eV) = -4.91
- HOMO (eV) = -5.9

Atom charges from the Löwdin analysis, given in e for atoms 1 to 6: Zn 0.381; B -0.009; H -0.124; H 0.055; H 0.000; H -0.007

Record 5
ORCA calculation (the ωB97M-V functional and the def2-TZVPD basis) on a single C2H3N3O molecule at a distorted geometry.

Positions of all 9 atoms, in Å:
N: 1.061 1.133 0.685
C: 0.251 0.255 -0.007
N: -0.574 0.610 -0.961
O: -1.406 -0.336 -1.282
N: -0.850 -1.590 -0.382
C: 0.117 -1.133 0.331
H: 1.239 1.994 0.192
H: 1.905 0.696 1.030
H: -1.525 -1.973 0.298

Forces on atoms 1 to 2 (eV/Å):
0.251 0.035 -0.263
0.085 0.193 -0.296

## Properties
- energy relative to the best compared isomer or geometry (same formula, charge and spin) (kJ/mol) = 466.65
- electronic energy (eV) = -8635.6580
- LUMO level (eV) = 0.00
- HOMO (eV) = -9.1

Atom charges from the Löwdin analysis, given in e for atoms 1 to 6: N 0.100; C -0.444; N 0.056; O -0.087; N 0.076; C -0.019

Record 6
ORCA calculation (the ωB97M-V functional and the def2-TZVPD basis) on 2 unconnected molecules or ions with the total composition C3H10NO2 at a distorted geometry.

Positions of all 16 atoms, in Å:
C: -1.430 0.247 1.370
N: -0.296 -0.212 0.603
C: 0.179 0.644 -0.495
C: 1.462 1.342 -0.009
O: 2.352 0.419 0.396
H: -1.173 1.188 1.909
H: -2.197 0.580 0.673
H: -1.699 -0.427 2.180
H: 0.564 -0.401 1.120
H: 0.332 -0.019 -1.357
H: -0.649 1.273 -0.860
H: 1.874 1.988 -0.827
H: 1.132 2.056 0.794
H: -1.529 -1.641 -0.870
H: -0.909 -2.314 -2.126
O: -1.731 -2.196 -1.641

Forces on atoms 1 to 2 (eV/Å):
1.562 1.864 0.331
-0.452 -1.092 -0.687

## Properties
- energy relative to the best compared isomer or geometry (same formula, charge and spin) (kJ/mol) = 117.44
- electronic energy (eV) = -8857.5767
- LUMO level (eV) = 4.07
- HOMO (eV) = -2.6
- total charge = -1

Atom charges from the Löwdin analysis, given in e for atoms 1 to 6: C -0.174; N -0.166; C -0.267; C -0.547; O -0.366; H 0.062

Record 7
ORCA calculation (the ωB97M-V functional and the def2-TZVPD basis) on a single C6H9NO molecule at a distorted geometry.

Positions of all 17 atoms, in Å:
C: -0.818 1.203 -1.198
C: -0.927 0.026 -0.503
C: 0.235 -0.787 -0.185
C: 1.697 -0.148 -0.195
C: -2.173 -0.485 0.010
C: 1.914 0.660 1.021
N: -0.060 -1.975 0.241
O: 2.520 -0.324 -0.998
H: -1.541 1.949 -1.365
H: 0.188 1.620 -1.526
H: -2.017 -0.745 1.044
H: -2.833 0.354 0.064
H: -2.626 -1.342 -0.541
H: 2.874 1.221 1.003
H: 1.073 1.336 0.917
H: 1.624 0.014 1.816
H: 0.871 -2.575 0.396

Forces on atoms 1 to 2 (eV/Å):
2.845 -1.134 0.969
1.040 2.897 -2.041

## Properties
- energy relative to the best compared isomer or geometry (same formula, charge and spin) (kJ/mol) = 210.91
- electronic energy (eV) = -9903.4182
- SMILES string = [H]/N=C(/C(=C)C)C(C)=O
- LUMO level (eV) = 0.25
- HOMO (eV) = -9.4

Atom charges from the Löwdin analysis, given in e for atoms 1 to 6: C 0.102; C -0.354; C -0.281; C -0.459; C -0.090; C -0.003

Record 8
ORCA calculation (the ωB97M-V functional and the def2-TZVPD basis) on 3 unconnected molecules or ions with the total composition C3H10NO4 at a distorted geometry.

Positions of all 18 atoms, in Å:
O: 3.462 -0.545 -0.395
C: 2.629 0.150 0.138
C: 1.185 -0.231 0.231
N: 0.405 0.416 1.265
C: -1.004 -0.097 1.268
O: -1.707 0.014 0.114
H: 2.927 1.145 0.535
H: 0.851 -0.092 -0.796
H: 1.143 -1.308 0.402
H: 0.206 1.365 0.933
H: -0.932 -1.142 1.637
H: -1.485 0.461 2.092
H: -1.110 1.232 -0.714
H: -1.576 2.363 -1.616
O: -0.752 2.005 -1.273
H: -1.377 -1.411 -0.610
H: -1.745 -2.172 -1.970
O: -1.120 -2.155 -1.243

Forces on atoms 1 to 2 (eV/Å):
0.147 0.033 0.028
0.006 0.057 0.224

## Properties
- energy relative to the best compared isomer or geometry (same formula, charge and spin) (kJ/mol) = 224.78
- electronic energy (eV) = -12953.9831
- LUMO level (eV) = 3.92
- HOMO (eV) = -4.5
- total charge = -1

Atom charges from the Löwdin analysis, given in e for atoms 1 to 6: O 0.010; C -0.262; C -0.234; N -0.058; C -0.457; O -0.304

Record 9
ORCA calculation (the ωB97M-V functional and the def2-TZVPD basis) on a molecular structure, C10H17NO at a distorted geometry.

Positions of all 29 atoms, in Å:
C: 1.916 -1.503 -0.902
C: -0.555 -1.126 -0.924
C: -1.530 0.052 -0.866
C: -1.868 -0.107 -2.285
C: -0.713 -1.331 -2.377
C: 1.047 0.076 0.810
C: 0.301 -0.427 2.053
C: 0.426 0.925 2.710
C: -0.007 1.866 1.417
C: 0.846 1.524 0.439
H: 2.807 -1.369 -0.047
H: -1.214 -1.817 -0.284
H: -0.825 1.108 -0.769
H: -2.080 -0.257 -0.037
H: -1.703 0.889 -2.859
H: -3.191 -0.368 -2.666
H: -0.806 -2.189 -2.877
H: 0.261 -0.784 -2.563
H: 2.059 -0.317 1.153
H: -0.837 -0.741 1.639
H: 0.382 -1.604 2.470
H: 1.646 1.012 2.906
H: -0.111 1.145 3.836
H: -0.169 2.991 1.530
H: -1.171 1.583 1.021
H: 1.789 2.111 0.272
H: 0.472 1.579 -0.574
N: 0.873 -0.791 -0.352
O: 1.954 -2.130 -1.876

Forces on atoms 1 to 2 (eV/Å):
1.282 2.887 6.232
-0.254 -0.540 4.028

## Properties
- energy relative to the best compared isomer or geometry (same formula, charge and spin) (kJ/mol) = 784.11
- electronic energy (eV) = -14174.3902
- LUMO level (eV) = 0.74
- HOMO (eV) = -9.0

Atom charges from the Löwdin analysis, given in e for atoms 1 to 6: C -0.376; C -0.287; C -0.232; C -0.154; C -0.066; C -0.359

Please write out number 6 again, unchanged.
ORCA calculation (the ωB97M-V functional and the def2-TZVPD basis) on 2 unconnected molecules or ions with the total composition C3H10NO2 at a distorted geometry.

Positions of all 16 atoms, in Å:
C: -1.430 0.247 1.370
N: -0.296 -0.212 0.603
C: 0.179 0.644 -0.495
C: 1.462 1.342 -0.009
O: 2.352 0.419 0.396
H: -1.173 1.188 1.909
H: -2.197 0.580 0.673
H: -1.699 -0.427 2.180
H: 0.564 -0.401 1.120
H: 0.332 -0.019 -1.357
H: -0.649 1.273 -0.860
H: 1.874 1.988 -0.827
H: 1.132 2.056 0.794
H: -1.529 -1.641 -0.870
H: -0.909 -2.314 -2.126
O: -1.731 -2.196 -1.641

Forces on atoms 1 to 2 (eV/Å):
1.562 1.864 0.331
-0.452 -1.092 -0.687

## Properties
- energy relative to the best compared isomer or geometry (same formula, charge and spin) (kJ/mol) = 117.44
- electronic energy (eV) = -8857.5767
- LUMO level (eV) = 4.07
- HOMO (eV) = -2.6
- total charge = -1

Atom charges from the Löwdin analysis, given in e for atoms 1 to 6: C -0.174; N -0.166; C -0.267; C -0.547; O -0.366; H 0.062

Question: What is the HOMO in the second record?
Answer: -8.7 eV

Question: Look up the LUMO level of the fifth one.
Answer: 0.00 eV

Question: The lowest LUMO level belongs to which entry?
Answer: C26H66B2O13S2Zn